117
Properties=species:S:1:pos:R:3:mulliken_charge:R:1 method="wB97M-V/def2-TZVPD" smiles="CC(=O)OCCc1c2c(c(C(F)(F)C(F)(F)C(F)(F)F)c(S)c1S(=O)(=O)C(F)(F)C(F)(F)F)N(CCCCN)c1cc(-c3cccnc3)ccc1S2.CCCCCC.CCCCCC" e_homo_ha=-0.320 multiplicity=1 relative_energy_ev=5.233 homo_lumo_gap_ha=0.2731 e_lumo_ha=-0.0465
H 2.52 2.24 6.19 0.317
H -1.34 0.49 4.74 0.415
C 5.88 3.48 -4.06 -0.309
H -5.74 -6.38 3.19 0.331
C -2.97 2.98 -1.16 0.028
H 6.59 4.10 -3.51 0.332
C -5.85 -1.28 1.56 0.643
F 1.70 4.23 -3.07 -0.253
H -4.76 -7.88 5.33 0.283
F 0.34 4.90 -0.63 -0.226
H -1.40 3.26 -4.44 0.194
H 2.70 0.99 1.53 0.065
C -4.92 -5.00 1.76 -0.998
F -3.34 1.76 -4.20 -0.194
C 0.06 -1.07 -0.13 -0.599
F -4.19 4.52 -4.53 -0.213
H 8.49 5.07 -5.72 0.291
C 4.80 2.11 6.13 -0.468
H 7.04 1.66 -3.83 0.403
N 5.82 1.08 4.04 -0.583
H -2.55 -8.48 3.29 0.382
H 8.67 3.83 -4.47 0.288
C -2.13 1.24 0.40 0.323
H -3.10 -8.37 5.72 0.292
H -0.05 -4.40 -2.72 0.262
N 0.95 -4.36 -2.92 -0.704
H 2.75 -4.27 -1.77 0.308
C -5.25 -5.40 3.20 -0.409
C -5.19 0.94 1.46 -1.042
H -6.28 1.12 1.68 0.615
C -0.55 2.08 -1.46 -0.669
H 2.27 -0.83 -0.22 -0.132
H -4.69 0.97 2.47 0.342
C 6.04 2.03 -3.59 -0.495
H -4.78 3.09 1.19 0.438
H -5.83 -4.97 1.16 0.386
H -2.50 -6.13 2.75 0.297
H 7.38 3.40 -7.22 0.373
C 1.72 -3.84 -1.76 -0.526
C -0.80 1.22 -0.27 -1.549
H 1.75 -2.48 0.44 0.659
H 5.25 3.19 -6.10 0.316
C 2.00 1.01 3.66 1.302
H -4.81 -1.00 3.48 0.143
C -5.82 -1.36 3.12 -0.591
S -2.26 0.14 1.87 -0.097
H -4.17 -7.99 2.88 0.239
H 2.70 -1.85 -2.25 0.233
H 0.98 1.03 5.71 0.207
H -4.48 -4.00 1.73 0.058
S -1.34 4.04 -3.31 -0.066
C -4.03 -5.42 4.11 -0.571
H -6.55 -0.59 3.51 0.339
H 3.99 1.41 -3.93 0.113
H 6.90 1.75 5.69 0.310
C -4.67 2.13 0.62 -0.470
O -5.37 4.38 -1.05 -0.713
C -2.93 -6.42 3.72 -0.697
H 5.92 4.77 -5.77 0.424
O -5.09 -0.35 0.82 -0.226
H 4.88 3.83 -3.77 0.050
C 3.42 1.94 5.63 -0.520
C 4.57 0.90 3.53 -0.356
H -6.06 -2.37 3.53 0.111
H -3.58 -4.41 4.13 0.299
C 1.44 4.11 -0.63 0.291
H 9.51 3.65 -6.01 0.379
C 0.48 0.56 1.66 -0.414
C 0.81 2.06 -2.24 0.576
C 6.05 3.70 -5.56 -0.804
H 7.53 2.17 -5.99 0.244
S -4.14 4.19 -1.83 1.390
H 5.07 1.04 -5.28 0.342
O -3.57 5.55 -1.93 -0.675
C -4.60 2.18 -3.89 0.582
H 4.99 2.57 7.13 0.332
H -4.17 -9.48 4.86 0.377
H 5.14 0.07 -3.81 0.346
H -5.98 -4.69 3.60 0.263
H 0.92 -1.94 -2.49 0.289
H 1.17 -4.17 -0.84 0.321
F 3.04 2.95 -1.92 -0.277
F 1.63 1.01 -1.86 -0.050
O -6.58 -2.03 0.98 -0.557
C -0.45 0.60 4.08 -0.927
C -3.39 -7.87 3.63 -0.390
C 5.87 1.63 5.27 -0.128
C 3.39 1.29 4.30 0.600
H -0.47 -1.71 0.62 0.380
C -3.89 -8.43 4.96 -1.189
H -4.36 -5.62 5.13 0.314
C -0.62 0.46 2.64 0.716
F -5.36 1.95 -5.02 -0.276
F -5.18 1.45 -2.89 -0.226
F 1.48 3.27 0.45 -0.050
F 2.51 4.97 -0.44 -0.296
C 0.87 0.90 4.61 -1.013
H -0.48 -1.18 -1.11 0.550
C 8.58 3.99 -5.54 -1.191
C 1.72 3.37 -2.00 0.697
C -1.66 2.95 -1.86 0.040
H -5.39 2.20 -0.25 0.382
F 0.63 1.82 -3.60 -0.342
C -4.73 3.72 -3.57 0.697
C 5.00 1.09 -4.19 -1.035
C 1.82 0.86 2.21 -0.775
C 1.75 -2.24 -1.80 -0.540
N 0.21 0.35 0.27 1.665
H 1.08 -3.74 -3.73 0.269
C 7.39 3.24 -6.13 -0.424
H -4.23 -5.70 1.29 0.365
F -6.09 3.98 -3.61 -0.265
H 4.45 0.45 2.52 0.444
H 5.95 2.00 -2.50 0.335
C -3.25 2.07 -0.01 0.151
C 1.53 -1.68 -0.31 -0.606
H -2.12 -6.34 4.45 0.378

---

40
Properties=species:S:1:pos:R:3:mulliken_charge:R:1 method="wB97M-V/def2-TZVPD" smiles="CCC(=O)NCO.O.O.O.O.O.O.O.O" e_homo_ha=-0.348 multiplicity=1 relative_energy_ev=3.576 homo_lumo_gap_ha=0.3442 e_lumo_ha=-0.0036
H -2.54 -1.61 -1.27 0.337
H -2.20 1.82 -0.33 -0.156
O -1.07 -0.71 -2.22 -0.634
H 1.10 1.58 0.85 0.296
H 1.33 -1.55 3.61 0.311
H -0.22 -0.56 -1.76 0.497
H -1.29 2.74 -2.62 0.272
H -0.85 3.02 1.61 0.081
C -1.46 0.48 1.00 0.455
H 1.95 -1.05 2.27 0.326
H -2.38 2.75 2.55 0.330
O -0.81 0.34 2.02 -0.520
C -2.36 1.69 0.76 0.065
O 0.78 -1.56 -0.70 -0.632
O 2.59 -3.25 -1.75 -0.571
O 1.90 -1.79 2.88 -0.655
C -1.94 2.89 1.56 -1.074
H 3.16 -3.85 -1.28 0.272
H 0.75 -2.52 -0.88 0.281
H -0.81 -1.26 0.22 0.296
H -2.20 3.91 1.32 0.384
H 1.80 3.93 1.45 0.303
O 1.57 0.75 1.02 -0.557
O 0.22 -4.34 1.33 -0.658
O 1.97 3.50 2.29 -0.634
N -1.55 -0.57 0.13 -0.068
H -0.35 3.59 -1.85 0.256
H 2.94 -2.73 -2.47 0.308
H 0.16 -3.41 1.57 0.358
H 2.40 2.65 2.15 0.323
H 0.91 -0.38 -3.72 0.298
O 1.40 -1.15 -3.42 -0.622
H 1.49 -1.55 -1.37 0.278
H 1.19 0.30 0.25 0.189
H -2.79 0.21 -1.42 0.418
H 0.69 -1.63 -2.99 0.451
O -1.10 3.03 -1.76 -0.547
H 1.15 -4.57 1.36 0.307
H -3.43 1.45 0.85 0.329
C -2.11 -0.60 -1.22 -0.693

---

8
Properties=species:S:1:pos:R:3:mulliken_charge:R:1 method="wB97M-V/def2-TZVPD" smiles="C=C(F)Br.BrBr" e_homo_ha=-0.360 multiplicity=1 relative_energy_ev=0.885 homo_lumo_gap_ha=0.2994 e_lumo_ha=-0.0609
C 0.22 -0.81 1.07 0.346
C 0.47 0.48 0.85 -0.582
Br -1.16 -0.25 -3.00 0.006
Br -0.79 -1.45 2.54 -0.101
Br -0.39 1.86 -3.49 -0.009
H 1.08 0.98 0.14 0.357
F 0.93 -1.83 0.55 -0.217
H -0.34 1.03 1.35 0.201

---

15
Properties=species:S:1:pos:R:3:mulliken_charge:R:1 method="wB97M-V/def2-TZVPD" e_homo_ha="-0.275 / -0.275" multiplicity=1 relative_energy_ev=4.960 homo_lumo_gap_ha="0.2735 / 0.2736" e_lumo_ha="-0.0019 / -0.0019"
H -1.64 -0.97 -1.20 0.280
C 0.45 1.01 0.01 -0.655
H 0.68 1.94 0.52 0.345
O -1.42 0.77 1.40 -0.556
N -0.21 -2.28 0.94 -0.711
H 1.10 -0.35 -1.61 0.243
C 0.01 -1.14 0.66 -0.309
H 2.27 -0.78 0.97 0.296
H -1.80 0.68 -1.50 0.198
H -2.24 0.28 1.56 0.345
N -1.67 -0.04 -0.81 -0.554
N 1.43 -0.38 0.54 -0.173
C 1.44 0.27 -0.78 -0.362
H 2.38 0.78 -0.99 0.329
C -0.78 0.21 0.28 1.285